Record 1
4 unconnected molecules or ions with the total composition CH12NO3, computed with wB97M-V/def2-TZVPD.

Calculated values
- lowest unoccupied orbital energy (eV) = -3.07
- energy relative to the best compared isomer or geometry (same formula, charge and spin) (kcal/mol) = 22.0
- net charge = +1

Last column: natural (NBO) charge in e.
Cartesian coordinates (Å):
C1 1.277 0.963 1.690  -0.4230
N1 0.344 -0.206 1.375  -0.7292
H1 1.718 0.755 2.648  0.2270
H2 0.695 1.867 1.864  0.2381
H3 2.026 1.057 0.827  0.2376
H4 0.924 -1.072 1.538  0.4652
H5 -0.443 -0.364 2.009  0.4431
H6 0.258 -0.219 0.357  0.4748
H7 0.386 0.709 -1.687  0.4826
H8 -1.160 0.704 -1.599  0.5162
O1 -0.371 0.178 -1.421  -0.9710
H9 -3.471 2.572 -3.006  0.4851
H10 -3.299 1.166 -3.589  0.4836
O2 -2.931 1.779 -2.929  -0.9669
H11 1.444 -3.537 1.479  0.5202
H12 2.726 -2.540 1.828  0.5115
O3 1.821 -2.655 1.526  -0.9950

Atoms 1-3, force components in eV/Å:
C -0.3 -0.1 -0.6
N 2.8 -0.8 0.7
H 0.7 -0.2 0.1

=====

Record 2
C16H16Cl2N2S2 in the gas phase, computed with wB97M-V/def2-TZVPD.

Calculated values
- lowest unoccupied orbital energy (eV) = 0.51
- SMILES = S=C(NCCSCc1ccc(Cl)c(Cl)c1)Nc1ccccc1

Last column: natural (NBO) charge in e.
Cartesian coordinates (Å):
S1 0.775 -1.493 -0.042  -0.2727
C1 -0.743 -0.865 0.157  0.2972
N1 -0.956 0.384 0.612  -0.6029
C2 0.121 1.306 0.872  -0.2413
C3 0.661 1.900 -0.427  -0.5484
S2 1.788 3.294 -0.146  0.1850
C4 3.145 2.512 0.808  -0.5408
C5 3.574 1.191 0.257  -0.0283
C6 3.865 1.042 -1.095  -0.2108
C7 4.243 -0.186 -1.600  -0.2033
C8 4.346 -1.283 -0.758  -0.0730
Cl1 4.816 -2.810 -1.394  0.0326
C9 4.069 -1.140 0.597  -0.0427
Cl2 4.198 -2.483 1.660  0.0354
C10 3.677 0.091 1.096  -0.2161
N2 -1.816 -1.661 -0.101  -0.6024
C11 -3.177 -1.349 -0.141  0.1386
C12 -3.652 -0.138 -0.644  -0.2301
C13 -5.011 0.116 -0.670  -0.2024
C14 -5.913 -0.831 -0.215  -0.2300
C15 -5.448 -2.050 0.251  -0.1836
C16 -4.092 -2.310 0.287  -0.2377
H1 -1.905 0.692 0.759  0.4083
H2 -0.250 2.099 1.524  0.2111
H3 0.925 0.760 1.376  0.2292
H4 -0.148 2.319 -1.025  0.2254
H5 1.184 1.137 -1.005  0.2472
H6 2.826 2.428 1.846  0.2195
H7 3.952 3.244 0.745  0.2413
H8 3.780 1.893 -1.754  0.2288
H9 4.456 -0.305 -2.650  0.2308
H10 3.457 0.180 2.150  0.2277
H11 -1.573 -2.636 -0.215  0.4253
H12 -2.965 0.586 -1.057  0.2129
H13 -5.366 1.057 -1.062  0.2170
H14 -6.972 -0.626 -0.237  0.2175
H15 -6.144 -2.801 0.590  0.2186
H16 -3.728 -3.261 0.650  0.2172

Atoms 1-3, force components in eV/Å:
S 0.5 -0.3 -0.1
C 0.1 0.0 0.2
N -0.6 -0.3 -0.1

=====

Record 3
5 unconnected molecules or ions with the total composition C30H67N3O5, computed with wB97M-V/def2-TZVPD.

Calculated values
- lowest unoccupied orbital energy (eV) = 0.42
- SMILES = CC1(C)CCCC(C)(C)N1O.CC1(C)CCCC(C)(C)N1O.CC1(C)CCCC(C)(C)N1O.CCO.CO
- energy relative to the best compared isomer or geometry (same formula, charge and spin) (kcal/mol) = 97.4

Last column: Löwdin charge in e.
Cartesian coordinates (Å):
C1 -9.761 -7.000 -1.298  -0.0265
C2 -9.659 -5.538 -0.646  -0.4555
C3 -11.072 -5.041 -0.148  -0.0188
C4 -8.614 -5.517 0.539  -0.1417
C5 -8.242 -4.132 1.086  -0.1463
C6 -7.564 -3.407 -0.137  -0.1560
C7 -8.435 -3.383 -1.415  -0.4272
C8 -9.486 -2.209 -1.186  -0.0221
C9 -7.365 -2.966 -2.543  -0.0238
N1 -9.051 -4.720 -1.663  -0.1426
O1 -9.802 -4.576 -2.816  -0.0213
H1 -10.230 -7.099 -2.277  0.0687
H2 -8.804 -7.463 -1.539  0.0711
H3 -10.117 -7.789 -0.636  0.0735
H4 -11.588 -5.934 0.205  0.0739
H5 -11.066 -4.309 0.659  0.0638
H6 -11.553 -4.631 -1.036  0.0776
H7 -9.079 -6.206 1.243  0.1112
H8 -7.712 -6.063 0.263  0.1119
H9 -9.171 -3.588 1.259  0.0865
H10 -7.624 -4.199 1.981  0.1086
H11 -6.639 -3.943 -0.353  0.1034
H12 -7.269 -2.394 0.136  0.1113
H13 -9.115 -1.281 -0.749  0.0759
H14 -10.243 -2.575 -0.492  0.0557
H15 -9.939 -1.841 -2.106  0.0752
H16 -7.165 -1.895 -2.567  0.0774
H17 -7.900 -3.142 -3.476  0.0615
H18 -6.444 -3.546 -2.603  0.0738
H19 -9.489 -5.295 -3.370  0.1008
C10 7.097 3.534 -2.307  -0.0416
C11 8.348 2.633 -2.553  -0.5038
C12 9.554 3.604 -2.343  -0.0272
C13 8.343 1.566 -1.466  -0.1339
C14 9.462 0.475 -1.698  -0.1405
C15 9.238 -0.167 -3.109  -0.1504
C16 9.220 0.843 -4.247  -0.4909
C17 10.675 1.266 -4.444  -0.0375
C18 8.713 0.038 -5.518  -0.0169
N2 8.323 1.969 -3.865  -0.1057
O2 8.229 2.903 -4.883  -0.0179
H20 6.200 2.954 -2.525  0.0818
H21 7.074 4.024 -1.333  0.0868
H22 6.996 4.320 -3.056  0.0725
H23 10.540 3.142 -2.303  0.0620
H24 9.516 4.290 -3.189  0.0784
H25 9.308 4.241 -1.493  0.0777
H26 8.394 1.938 -0.442  0.1179
H27 7.384 1.049 -1.511  0.1114
H28 10.451 0.927 -1.627  0.0910
H29 9.383 -0.296 -0.931  0.1013
H30 8.287 -0.694 -3.038  0.1146
H31 10.049 -0.836 -3.398  0.1133
H32 10.878 1.978 -5.244  0.0886
H33 11.223 0.350 -4.665  0.0810
H34 11.139 1.701 -3.559  0.0596
H35 7.740 -0.415 -5.327  0.0770
H36 9.443 -0.669 -5.912  0.0812
H37 8.541 0.788 -6.290  0.0688
H38 7.289 3.075 -4.974  0.1016
C19 0.197 3.501 8.282  -0.0400
C20 -0.035 1.935 8.179  -0.4646
C21 0.346 1.385 9.555  -0.0494
C22 -1.528 1.712 7.812  -0.1392
C23 -1.881 1.858 6.348  -0.1869
C24 -0.955 0.964 5.568  -0.1537
C25 0.568 1.269 5.754  -0.4564
C26 1.336 -0.010 5.119  -0.0255
C27 0.984 2.486 4.913  -0.0356
N3 0.880 1.348 7.195  -0.1166
O3 2.269 1.478 7.453  -0.0028
H39 1.148 3.578 8.808  0.0688
H40 0.182 4.165 7.418  0.0667
H41 -0.335 4.068 9.046  0.0724
H42 0.147 0.314 9.522  0.0822
H43 1.369 1.399 9.933  0.0776
H44 -0.205 1.815 10.391  0.0870
H45 -1.916 0.764 8.185  0.1150
H46 -2.177 2.441 8.297  0.1164
H47 -2.945 1.794 6.124  0.1172
H48 -1.634 2.891 6.103  0.1057
H49 -1.111 0.899 4.491  0.1118
H50 -1.133 -0.074 5.847  0.1166
H51 0.844 -0.424 4.239  0.0736
H52 1.394 -0.784 5.884  0.0707
H53 2.375 0.266 4.938  0.0668
H54 0.623 3.378 5.424  0.0592
H55 0.530 2.399 3.926  0.0849
H56 2.044 2.717 4.803  0.0807
H57 2.529 0.671 7.904  0.0975
C28 -1.390 3.956 -6.934  -0.0995
C29 -0.297 5.034 -7.089  -0.3009
O4 0.388 4.853 -8.347  -0.0854
H58 -1.917 4.091 -5.989  0.0681
H59 -1.092 2.909 -6.894  0.0687
H60 -2.077 4.123 -7.764  0.0718
H61 0.390 4.855 -6.261  0.0936
H62 -0.636 6.037 -6.833  0.1107
H63 0.554 3.913 -8.452  0.0728
C30 0.709 -1.685 -3.159  -0.2057
O5 1.275 -0.417 -3.218  -0.0972
H64 0.226 -1.893 -4.114  0.0689
H65 1.339 -2.569 -3.060  0.0743
H66 -0.130 -1.818 -2.476  0.0800
H67 1.909 -0.437 -3.939  0.0796

Atoms 1-3, force components in eV/Å:
C 0.8 0.0 0.6
C 0.4 -0.2 0.5
C 0.9 -0.9 -0.7

=====

Record 4
A molecular structure, C52H49Cl3N9O3PS2Zr, computed with wB97M-V/def2-TZVPD.

Calculated values
- lowest unoccupied orbital energy (eV) = -0.35
- energy relative to the best compared isomer or geometry (same formula, charge and spin) (kcal/mol) = 56.7

Last column: Löwdin charge in e.
Cartesian coordinates (Å):
Zr1 -0.394 -0.271 -0.005  1.6301
N1 -0.929 -3.691 2.629  0.0619
C1 -0.980 -2.358 2.267  -0.8948
S1 -2.386 -1.850 1.382  0.6503
N2 0.040 -1.620 2.568  -0.0274
N3 0.004 -0.306 2.047  -0.2664
C2 0.721 0.583 2.762  -0.0995
C3 0.704 1.928 2.587  -0.2429
C4 1.253 2.854 3.551  -0.0548
C5 0.660 4.049 3.736  -0.0891
C6 -0.604 4.298 3.061  -0.0731
C7 -1.004 3.527 2.051  -0.0998
N4 -0.060 2.544 1.488  -0.0377
H1 -1.826 -4.133 2.739  0.0728
H2 -0.219 -3.941 3.305  0.0582
H3 1.276 0.200 3.616  0.1271
H4 2.084 2.538 4.171  0.1109
H5 1.036 4.758 4.460  0.0937
H6 -1.269 5.064 3.438  0.1083
H7 -1.953 3.621 1.545  0.0923
O1 -1.039 -1.759 -1.194  -0.3224
C8 -2.059 -1.769 -2.021  -0.3678
C9 -2.935 -2.865 -2.055  -0.0168
C10 -4.001 -2.881 -2.925  -0.0673
C11 -4.216 -1.834 -3.832  -0.0930
C12 -3.336 -0.778 -3.850  -0.0576
C13 -2.273 -0.708 -2.937  -0.1736
C14 -1.317 0.370 -3.019  -0.0571
N5 -0.495 0.634 -2.067  -0.1148
N6 0.570 1.465 -2.409  0.1004
C15 1.474 1.444 -1.478  -0.4407
O2 1.332 0.804 -0.342  -0.2496
C16 2.775 2.097 -1.764  -0.1673
C17 2.946 2.903 -2.886  -0.0328
C18 4.185 3.458 -3.158  -0.0745
C19 5.268 3.195 -2.327  -0.0879
C20 5.103 2.383 -1.214  -0.0794
C21 3.857 1.844 -0.926  -0.0367
H8 -2.754 -3.675 -1.362  0.1132
H9 -4.678 -3.726 -2.918  0.1063
H10 -5.054 -1.864 -4.514  0.0995
H11 -3.462 0.031 -4.561  0.1148
H12 -1.208 0.917 -3.954  0.1389
H13 2.096 3.083 -3.530  0.1139
H14 4.314 4.093 -4.025  0.1101
H15 6.235 3.632 -2.541  0.1074
H16 5.946 2.173 -0.569  0.1045
H17 3.709 1.236 -0.043  0.1125
Cl1 8.499 -3.790 5.110  0.6855
C22 6.970 -4.144 4.375  -0.6642
C23 6.440 -3.278 3.434  -0.0880
C24 5.200 -3.563 2.889  -0.0293
C25 4.461 -4.685 3.263  -0.1902
C26 3.071 -4.928 2.714  -0.2671
C27 2.978 -4.889 1.174  -0.0398
N7 2.670 -3.589 0.619  -0.0475
C28 3.540 -2.689 0.028  -0.0534
C29 2.775 -1.648 -0.384  -0.0922
N8 1.451 -1.902 -0.085  -0.0010
C30 1.441 -3.064 0.529  -0.1343
O3 2.043 -4.102 3.247  -0.1394
C31 2.367 -3.014 4.094  -0.1582
C32 2.862 -3.429 5.450  -0.3126
C33 2.336 -4.419 6.222  -0.9779
Cl2 0.973 -5.404 5.873  0.6759
S2 3.169 -4.619 7.708  0.9934
C34 4.239 -3.340 7.324  -0.4035
C35 3.961 -2.801 6.109  -0.1449
C36 5.049 -5.547 4.187  -0.5668
Cl3 4.250 -7.002 4.704  0.7432
C37 6.290 -5.288 4.747  -0.1263
H18 6.984 -2.391 3.141  0.1114
H19 4.784 -2.875 2.166  0.0982
H20 2.799 -5.951 2.979  0.1059
H21 2.196 -5.580 0.864  0.1376
H22 3.918 -5.236 0.746  0.1407
H23 4.591 -2.888 -0.081  0.1197
H24 3.083 -0.767 -0.914  0.0896
H25 0.567 -3.598 0.866  0.1219
H26 1.438 -2.445 4.168  0.1051
H27 3.098 -2.349 3.628  0.1216
H28 5.014 -3.062 8.020  0.0693
H29 4.516 -1.978 5.679  0.1181
H30 6.714 -5.970 5.469  0.1090
N9 5.551 8.446 -3.154  0.1496
C38 4.864 7.701 -2.612  -0.1858
C39 4.007 6.766 -1.929  -0.2393
C40 4.483 6.073 -0.818  -0.0278
C41 3.662 5.176 -0.163  -0.0207
C42 2.355 4.956 -0.608  -0.2195
C43 1.888 5.658 -1.720  -0.0232
C44 2.705 6.558 -2.376  -0.0271
C45 1.502 4.059 0.110  0.0680
C46 0.777 3.309 0.702  -0.0638
H31 5.494 6.247 -0.476  0.1229
H32 4.017 4.637 0.705  0.1254
H33 0.876 5.487 -2.064  0.1218
H34 2.342 7.104 -3.236  0.1205
C47 -5.777 0.564 -0.130  -0.1343
C48 -4.368 0.037 -0.405  -0.4234
P1 -2.958 1.018 0.303  0.9017
C49 -3.627 1.272 2.031  -0.3849
C50 -2.735 1.049 3.253  -0.1525
C51 -3.322 2.628 -0.569  -0.3806
C52 -2.119 3.329 -1.229  -0.1585
H35 -6.489 0.011 -0.745  0.0750
H36 -5.883 1.623 -0.375  0.0640
H37 -6.077 0.431 0.907  0.0616
H38 -4.205 0.010 -1.482  0.0538
H39 -4.282 -0.989 -0.047  0.0193
H40 -4.444 0.558 2.109  0.0558
H41 -4.058 2.275 2.059  0.0752
H42 -2.309 0.050 3.238  0.0144
H43 -3.349 1.140 4.152  0.0782
H44 -1.928 1.773 3.332  0.0384
H45 -3.804 3.296 0.147  0.0662
H46 -4.071 2.403 -1.328  0.0657
H47 -2.102 4.393 -0.990  0.0727
H48 -2.161 3.241 -2.315  0.0660
H49 -1.164 2.912 -0.917  0.0133

Atoms 1-3, force components in eV/Å:
Zr -0.7 -1.3 0.6
N 0.1 0.1 0.1
C -0.3 0.2 0.2

=====

Record 5
5 unconnected molecules or ions with the total composition C26H24Br2N4O8, computed with wB97M-V/def2-TZVPD.

Calculated values
- lowest unoccupied orbital energy (eV) = -0.93
- SMILES = O=[N+]([O-])c1ccccc1.O=[N+]([O-])c1ccccc1.O=[N+]([O-])c1ccccc1.O=[N+]([O-])c1ccccc1.BrCCBr
- energy relative to the best compared isomer or geometry (same formula, charge and spin) (kcal/mol) = 8.9

Last column: natural (NBO) charge in e.
Cartesian coordinates (Å):
O1 3.082 5.707 -4.001  -0.3811
N1 2.981 6.774 -3.441  0.5276
O2 3.413 7.793 -3.921  -0.3782
C1 2.304 6.829 -2.168  0.0148
C2 2.531 7.948 -1.357  -0.1776
C3 1.955 8.023 -0.112  -0.2175
C4 1.190 6.939 0.306  -0.1737
C5 1.025 5.793 -0.468  -0.2020
C6 1.653 5.706 -1.701  -0.1837
H1 3.194 8.720 -1.724  0.2462
H2 2.089 8.925 0.466  0.2256
H3 0.752 6.897 1.298  0.2178
H4 0.351 5.070 -0.034  0.2285
H5 1.520 4.837 -2.330  0.2497
O3 0.395 1.737 3.458  -0.3959
N2 -0.227 2.784 3.479  0.5335
O4 0.236 3.826 3.077  -0.3676
C7 -1.568 2.759 4.052  0.0114
C8 -2.303 3.933 4.057  -0.1709
C9 -3.604 3.918 4.544  -0.2150
C10 -4.176 2.725 4.940  -0.1677
C11 -3.477 1.517 4.834  -0.2097
C12 -2.168 1.567 4.405  -0.1845
H6 -1.840 4.870 3.778  0.2449
H7 -4.094 4.880 4.583  0.2260
H8 -5.225 2.737 5.213  0.2212
H9 -3.963 0.610 5.158  0.2296
H10 -1.622 0.638 4.279  0.2465
O5 -4.625 -7.151 -0.663  -0.3870
N3 -3.741 -6.668 -1.340  0.5284
O6 -2.988 -7.317 -2.020  -0.3641
C13 -3.591 -5.218 -1.312  0.0250
C14 -4.651 -4.459 -0.834  -0.1902
C15 -4.476 -3.086 -0.773  -0.2102
C16 -3.276 -2.504 -1.175  -0.1900
C17 -2.214 -3.285 -1.567  -0.2003
C18 -2.347 -4.662 -1.581  -0.1793
H11 -5.590 -4.894 -0.529  0.2478
H12 -5.250 -2.428 -0.402  0.2185
H13 -3.158 -1.434 -1.050  0.2135
H14 -1.226 -2.896 -1.783  0.2335
H15 -1.523 -5.343 -1.745  0.2509
O7 0.841 -4.446 -2.799  -0.3999
N4 1.496 -5.474 -2.874  0.5308
O8 1.164 -6.431 -3.539  -0.3587
C19 2.742 -5.550 -2.105  0.0225
C20 3.487 -6.722 -2.187  -0.1825
C21 4.730 -6.716 -1.552  -0.2083
C22 5.189 -5.610 -0.849  -0.1815
C23 4.382 -4.471 -0.763  -0.1915
C24 3.155 -4.459 -1.379  -0.2077
H16 3.120 -7.577 -2.732  0.2527
H17 5.321 -7.623 -1.579  0.2219
H18 6.162 -5.539 -0.384  0.2223
H19 4.802 -3.609 -0.263  0.2244
H20 2.569 -3.558 -1.515  0.2550
Br1 1.810 -1.379 0.100  -0.0256
C25 1.378 0.531 -0.031  -0.4367
C26 -0.111 0.627 0.255  -0.4221
Br2 -0.603 2.468 -0.256  -0.0394
H21 1.659 0.883 -1.019  0.2309
H22 1.990 1.106 0.660  0.2383
H23 -0.365 0.478 1.297  0.2369
H24 -0.671 -0.049 -0.382  0.2238

Atoms 1-3, force components in eV/Å:
O -0.2 -0.9 0.1
N 0.2 -0.2 -1.0
O 0.2 1.0 0.1

=====

Record 6
A molecular structure, C5H6Cl2NO2, computed with wB97M-V/def2-TZVPD.

Calculated values
- lowest unoccupied orbital energy (eV) = -4.62
- energy relative to the best compared isomer or geometry (same formula, charge and spin) (kcal/mol) = 27.1
- net charge = +1

Last column: natural (NBO) charge in e.
Cartesian coordinates (Å):
C1 -0.997 -1.517 0.302  -0.3532
C2 -1.188 1.014 0.351  -0.1621
C3 -1.754 -0.250 0.153  0.0206
C4 0.285 -1.579 -0.069  -0.0317
C5 1.124 0.182 -0.314  0.7100
N1 0.205 0.984 0.652  -0.5898
O1 1.098 0.707 -1.547  -0.6918
O2 2.282 0.080 0.230  -0.6487
Cl1 -3.367 -0.590 -0.300  0.1335
Cl2 1.489 -2.717 0.149  0.1733
H1 -1.615 -2.384 0.289  0.2642
H2 -1.517 1.971 0.053  0.2460
H3 0.412 2.066 0.737  0.4531
H4 0.535 0.531 1.468  0.4476
H5 0.218 0.802 -1.963  0.5252
H6 2.791 0.699 -0.189  0.5038

Atoms 1-3, force components in eV/Å:
C 0.4 0.6 -1.5
C -1.7 -4.4 -0.9
C 1.0 1.7 0.3

=====

It is found that the strongest force on any atom values, taken in the order of the records, are 0.05813; 0.01255; 0.05765; 0.03112; 0.03126; 0.11696 Eh/bohr.
It is found that the gap between HOMO and LUMO values, taken in the order of the records, are 0.4190; 0.3212; 0.3128; 0.2347; 0.3323; 0.3265 Eh.
It is found that the HOMO energy values, taken in the order of the records, are -14.5; -8.2; -8.1; -6.7; -10.0; -13.5 eV.